Entry 1:
{"formula": "C5H6FNO", "method": "ωB97M-V with the def2-TZVPD basis set", "elements": ["C", "C", "C", "C", "C", "N", "O", "F", "H", "H", "H", "H", "H", "H"], "coordinates": [[1.175251, -0.285023, -1.464113], [0.936278, 0.959842, -1.008627], [0.329373, -1.444619, -1.004173], [-0.870975, -0.518498, 0.734386], [-0.545105, 0.944456, 0.640040], [-0.562522, -1.569925, -0.156238], [-0.019959, 1.573958, 1.684025], [-1.604181, 1.649613, 0.220514], [2.070576, -0.533730, -1.947638], [1.319827, 1.957390, -1.233854], [0.493098, -2.353890, -1.645512], [-0.415014, -0.764252, 1.746178], [-1.935150, -0.682177, 0.959602], [-0.371496, 1.066856, 2.475410]], "forces_ev_per_angstrom": [[-1.4622, 1.6382, 2.6914], [-2.5503, -1.0863, 2.3767], [1.8780, -0.7253, -3.0615], [-0.5195, -0.1323, 3.4169], [1.9627, -0.2655, -4.7929], [-0.2958, -0.0344, 0.5909], [0.0062, -1.0606, 2.0762], [-0.7253, 0.4033, -0.7233], [0.9084, -0.2826, -1.3703], [0.2018, -0.5756, 0.0869], [-0.0200, 0.7026, 0.6130], [-0.1689, -0.3700, -0.9823], [-0.0551, 0.7274, -0.1350], [0.8399, 1.0609, -0.7869]], "lowdin_charge": [-0.1314, 0.1276, -0.1935, -0.1817, -0.4494, 0.0391, 0.0657, 0.0659, 0.0648, 0.0602, 0.1156, 0.1431, 0.1306, 0.1435], "multiplicity": 1, "e_tot_ha": -423.83480, "fmax_ev_per_a": 5.2, "homo_lumo_gap_ha": 0.352}



Entry 2:
{"formula": "C5H17N2", "method": "ωB97M-V with the def2-TZVPD basis set", "elements": ["C", "C", "N", "C", "H", "H", "H", "H", "H", "H", "H", "H", "H", "H", "C", "C", "N", "H", "H", "H", "H", "H", "H", "H"], "coordinates": [[2.060385, -1.861202, 0.726171], [2.013317, -0.345379, 0.698190], [1.238022, 0.136755, -0.483391], [1.151311, 1.608960, -0.601027], [2.422164, -2.259663, -0.217810], [2.764096, -2.180171, 1.516584], [1.079403, -2.311891, 0.942018], [1.521301, 0.060677, 1.608642], [3.018211, 0.111772, 0.651952], [0.212905, -0.276138, -0.506954], [1.607121, -0.276928, -1.308068], [0.836247, 2.024634, 0.389145], [0.397418, 1.834052, -1.367125], [2.130818, 1.998524, -0.794904], [-2.369355, 0.877067, 0.798952], [-2.539719, 0.235552, -0.583367], [-1.403022, -0.704166, -0.846707], [-1.441370, 1.467244, 0.874223], [-3.239606, 1.537258, 1.057064], [-2.296162, 0.129838, 1.537479], [-3.521224, -0.242233, -0.665471], [-2.505955, 1.007670, -1.369669], [-1.549204, -1.532357, -0.279100], [-1.587108, -1.039870, -1.776833]], "forces_ev_per_angstrom": [[0.1484, -0.1333, 0.5457], [-0.0017, 0.3483, 0.5851], [-1.3727, -0.2904, 1.1083], [-0.8282, 0.0709, 0.9307], [0.1079, -0.0928, -0.1118], [-0.3870, 0.0887, -0.3917], [0.3007, 0.2264, -0.0586], [0.2152, -0.2189, -0.6321], [-0.4078, -0.2827, -0.0791], [0.4573, 0.5685, 0.1589], [0.8232, -0.2163, -1.0236], [0.0757, -0.4340, -0.8995], [0.4711, 0.2028, 0.2049], [0.3659, 0.3080, -0.4653], [-0.5717, 1.3257, -0.8951], [0.4403, 0.8703, 0.3280], [-0.8150, 0.1010, 0.1750], [-0.3741, -0.0404, -0.2093], [0.8501, -0.5762, -0.2843], [-0.0854, -1.0340, 1.0374], [0.2316, -0.1677, 0.0510], [0.0097, -0.2552, 0.2863], [-0.0111, -0.0984, 0.2484], [0.3578, -0.2704, -0.6095]], "lowdin_charge": [-0.0696, -0.2027, -0.0618, -0.0154, 0.0807, 0.0992, 0.0841, 0.1388, 0.1371, 0.1156, 0.1497, 0.1087, 0.1072, 0.0932, -0.0899, -0.2785, -0.0146, 0.0549, 0.1016, 0.0513, 0.1133, 0.1122, 0.0944, 0.0903], "multiplicity": 1, "e_tot_ha": -309.97969, "total_charge": 1, "fmax_ev_per_a": 1.8, "homo_lumo_gap_ha": 0.432}



Entry 3:
{"formula": "C8H8O5S2", "method": "ωB97M-V with the def2-TZVPD basis set", "elements": ["C", "C", "C", "C", "C", "C", "C", "C", "O", "O", "O", "O", "O", "S", "S", "H", "H", "H", "H", "H", "H", "H", "H"], "coordinates": [[-3.377947, 0.547104, 0.394195], [1.232160, -2.045009, 0.819546], [-0.981618, 1.407079, -0.319992], [-0.053748, -1.356738, -1.426873], [-0.733604, 0.366608, 0.698446], [-1.914990, 0.227405, -0.133681], [0.732496, -1.046874, -0.208931], [2.330000, 1.046690, 0.772673], [-3.459987, 1.600271, 1.034095], [2.426378, -1.763375, 1.122070], [-4.246396, -0.268652, 0.090480], [0.547788, -2.985547, 1.220230], [2.042031, 0.642894, -1.806867], [-1.884562, -1.121605, -1.315146], [2.298728, -0.201532, -0.590947], [-1.381747, 2.362005, 0.014416], [-0.334099, 1.467602, -1.184352], [0.293375, -0.701618, -2.234140], [0.046662, -2.400776, -1.730018], [-0.609830, 0.425554, 1.760018], [1.415094, 1.622724, 0.723988], [3.196197, 1.680596, 0.602744], [2.417619, 0.495196, 1.698036]], "forces_ev_per_angstrom": [[1.1017, -0.2192, -0.1852], [-0.2355, -0.3610, -0.0221], [-0.0815, 0.4273, 0.0042], [-0.6476, 0.2337, -0.4769], [2.5828, -2.0769, -1.4250], [-0.4951, -0.0342, -0.3464], [-1.8750, 2.2554, 1.7268], [0.0475, -0.6764, -0.3408], [-0.1021, 0.8474, 0.5859], [0.3221, -0.2183, 0.8765], [-0.6723, -0.6143, -0.2827], [-0.4276, -0.3039, 0.0215], [-0.1093, 0.5754, -0.6162], [0.2164, -0.3158, 0.0794], [0.2394, 0.9271, -0.1024], [-0.0696, -0.1210, 0.0917], [0.0861, -0.1955, -0.0506], [0.0979, -0.1999, 0.1244], [0.1032, -0.0641, 0.0199], [-0.0973, 0.0526, 0.3074], [-0.1131, 0.0674, -0.1072], [0.1216, 0.0123, -0.0978], [0.0072, 0.0019, 0.2154]], "lowdin_charge": [-0.7533, -0.7692, -0.1313, -0.4739, -0.0559, -0.6021, -0.3387, -0.2222, -0.0655, -0.1762, -0.0840, -0.0277, -0.6207, 0.9065, 0.9138, 0.0965, 0.0872, 0.0456, 0.0704, 0.1109, 0.0254, 0.0300, 0.0343], "multiplicity": 1, "e_tot_ha": -1482.15755, "total_charge": -2, "fmax_ev_per_a": 3.6, "homo_lumo_gap_ha": 0.255}



Entry 4:
{"formula": "C25H24NO4S", "method": "ωB97M-V with the def2-TZVPD basis set", "elements": ["C", "N", "C", "C", "C", "C", "C", "C", "S", "C", "C", "C", "C", "C", "C", "C", "C", "C", "C", "C", "C", "O", "O", "C", "C", "C", "O", "C", "O", "C", "C", "H", "H", "H", "H", "H", "H", "H", "H", "H", "H", "H", "H", "H", "H", "H", "H", "H", "H", "H", "H", "H", "H", "H", "H"], "coordinates": [[-5.880414, -1.029826, 4.120891], [-4.897150, -1.223809, 3.080668], [-5.294750, -2.167829, 2.058452], [-3.622172, -0.641082, 3.126633], [-2.571888, -1.230771, 3.861848], [-1.281650, -0.702513, 3.815956], [-0.985639, 0.440125, 3.055015], [0.431751, 0.999102, 2.974509], [0.788449, 2.288580, 1.520491], [2.343200, 2.795037, 0.982170], [2.567771, 2.941737, -0.436804], [3.701403, 3.549924, -0.917429], [4.764334, 3.919299, -0.040207], [6.058135, 4.262695, -0.490205], [7.085172, 4.537302, 0.412994], [6.798801, 4.637568, 1.792667], [5.536003, 4.324138, 2.262443], [4.531353, 3.856729, 1.378758], [3.324558, 3.305108, 1.843349], [1.457075, -0.008175, 2.893650], [1.309634, -1.227809, 2.090608], [0.368839, -1.505372, 1.391152], [2.371585, -2.124289, 2.133584], [3.462629, -1.793547, 2.984329], [4.671539, -2.625016, 2.567452], [3.149303, -1.991359, 4.465171], [3.817159, -0.395320, 2.743136], [2.807894, 0.390219, 3.276218], [3.058666, 1.280486, 4.050682], [-2.034323, 1.051599, 2.372508], [-3.322057, 0.532233, 2.401279], [-5.509905, -0.277967, 4.821925], [-6.829262, -0.692791, 3.682351], [-6.059514, -1.972521, 4.655342], [-4.508095, -2.283572, 1.308463], [-5.502296, -3.150397, 2.503211], [-6.214971, -1.836083, 1.562305], [-2.778552, -2.138979, 4.425470], [-0.486962, -1.206782, 4.363518], [0.621489, 1.622092, 3.859752], [1.770634, 2.565386, -1.078810], [3.822450, 3.779967, -1.977840], [6.260200, 4.259176, -1.562943], [8.105571, 4.695357, 0.059273], [7.586526, 4.936483, 2.482835], [5.278503, 4.394005, 3.318793], [3.146252, 3.234869, 2.907753], [4.871962, -2.472922, 1.506464], [5.540121, -2.311072, 3.146785], [4.472757, -3.680903, 2.753950], [2.268986, -1.412188, 4.790606], [2.969597, -3.051464, 4.674274], [4.022681, -1.656691, 5.039197], [-1.822537, 1.935078, 1.772163], [-4.121165, 1.009685, 1.836702]], "forces_ev_per_angstrom": [[0.6253, 0.0028, -0.2671], [-0.9600, -0.1405, -0.2019], [0.3514, 0.2429, 0.2547], [1.3787, 0.5444, -0.0759], [-0.1768, 0.4856, -0.4734], [0.0547, 0.1300, 0.0935], [-0.3019, 0.4633, -0.7102], [1.0221, 0.0277, 0.8580], [-3.3299, 0.3490, -0.7767], [2.5265, 0.6728, 0.6401], [-0.3294, -0.0571, 0.5806], [-0.0224, -0.0960, 0.1881], [-0.2033, -0.0367, 0.7160], [0.8049, 0.1888, 0.3726], [-0.7153, 0.0239, -0.6196], [-0.4847, -0.2072, 0.1974], [0.4648, 0.0240, -0.1262], [0.1668, -0.0688, -0.9644], [-1.0674, -0.4086, -0.4240], [2.2624, -1.8589, -0.4957], [0.4719, 2.0059, 0.6894], [-0.5113, -0.6073, -0.3236], [0.3087, -0.2499, 0.3212], [0.2068, 0.9034, -0.5036], [-0.3703, 0.2535, -0.0925], [-0.1138, -0.0788, 0.3618], [0.0648, -1.1379, 0.7909], [-2.2775, -1.1025, -0.2820], [0.7983, 1.0271, 0.3072], [0.0428, 0.0986, -0.0687], [-0.3088, -0.6736, 0.3222], [-0.1744, -0.1057, -0.0261], [-0.0563, 0.0278, 0.1627], [-0.1674, 0.0456, 0.1847], [-0.0979, 0.0627, 0.1393], [0.0089, -0.1335, -0.0792], [-0.0228, -0.0101, -0.1067], [0.0887, 0.1426, -0.0628], [-0.0712, 0.1329, -0.1771], [-0.0914, -0.1238, -0.2663], [0.2847, 0.2501, -0.0596], [-0.0343, -0.4077, 0.1715], [-0.0196, -0.0353, 0.2431], [-0.3297, 0.0719, 0.0369], [-0.1899, -0.0612, -0.1032], [0.2218, -0.1200, -0.1624], [0.0786, 0.0420, 0.0147], [-0.0323, -0.0023, 0.0539], [-0.0552, -0.0048, -0.0067], [-0.0137, 0.0244, -0.0438], [0.4366, -0.3008, -0.2132], [0.0432, 0.1257, -0.1045], [-0.2050, -0.0932, -0.0617], [-0.0990, -0.1732, 0.1088], [0.1195, -0.0741, 0.0693]], "lowdin_charge": [-0.0933, -0.2549, -0.0879, -0.2744, -0.0046, -0.0249, -0.2059, -0.3616, 0.9702, -0.5578, -0.0960, -0.0468, -0.1768, -0.0522, -0.1035, -0.1030, -0.0315, -0.1613, -0.0443, -0.1939, -0.4467, 0.0835, 0.0556, -0.5397, 0.0040, 0.0025, 0.0423, -0.5198, 0.0614, -0.0546, -0.0107, 0.0874, 0.0728, 0.0720, 0.0917, 0.0720, 0.0712, 0.1090, 0.1158, 0.1136, 0.0950, 0.1057, 0.1032, 0.0910, 0.0928, 0.1140, 0.0991, 0.0902, 0.0874, 0.0849, 0.0889, 0.0896, 0.0987, 0.0733, 0.1072], "multiplicity": 1, "smiles": "CN(C)c1ccc([C@H](Sc2ccc3ccccc3c2)C2=C([O-])OC(C)(C)OC2=O)cc1", "e_tot_ha": -1721.00467, "total_charge": -1, "fmax_ev_per_a": 3.4, "homo_lumo_gap_ha": 0.240}



Values of energy relative to the best compared isomer or geometry (same formula, charge and spin), in order: 484.8, 38.4, 105.9, 0.0, all in kJ/mol.
Values of LUMO, in order: 0.533, -2.695, 5.351, 2.791, all in eV.
Values of M, in order: 115.11, 105.20, 248.28, 434.54, all in u.